C63H59FIMnN6O5P2 | wB97M-V/def2-TZVPD

Calculated values
* energy relative to the best compared isomer or geometry (same formula, charge and spin): 0.0 kcal per mole
* total energy: -5371.97875 a.u.
* charge: +1
* E_HOMO (alpha / beta): -8.52 / -8.53 eV
* multiplicity: 6

Positions of all 138 atoms, in Å:
Mn -0.63 -0.68 -0.38
C -3.04 2.97 0.84
C -1.62 3.30 0.52
N -1.15 4.46 0.88
C 0.12 4.80 0.57
C 0.98 3.97 -0.09
C 2.39 4.47 -0.33
O 2.88 4.34 -1.66
C 0.52 2.68 -0.48
C 1.42 1.75 -1.09
N 1.17 0.54 -1.48
C 2.21 -0.09 -2.18
C 2.91 0.63 -3.17
C 3.97 0.08 -3.87
C 4.38 -1.22 -3.60
C 3.68 -1.97 -2.67
C 2.60 -1.41 -1.99
I 1.55 -2.67 -0.65
C -0.83 2.33 -0.20
O -1.35 1.22 -0.57
H -3.49 3.79 1.41
H -3.12 2.05 1.42
H -3.60 2.82 -0.08
H 0.43 5.80 0.86
H 3.08 3.90 0.29
H 2.43 5.51 -0.02
H 2.24 4.74 -2.26
H 2.44 2.10 -1.22
H 2.58 1.64 -3.40
H 4.47 0.66 -4.63
H 5.22 -1.66 -4.12
H 3.96 -2.99 -2.46
F 5.61 1.42 1.54
C 4.43 1.79 2.10
C 3.31 1.07 1.81
C 2.09 1.39 2.40
C 0.90 0.61 2.06
O 0.96 -0.28 1.20
C -0.28 0.96 2.78
C -0.27 2.01 3.63
N 0.83 2.77 3.90
C 0.69 3.88 4.82
C 1.45 3.85 6.11
C -0.03 3.66 6.10
C 2.03 2.47 3.30
C 3.18 3.23 3.54
C 4.40 2.90 2.95
N 5.51 3.73 3.22
C 5.96 3.90 4.58
C 7.12 2.96 4.90
N 8.24 3.25 3.94
C 7.80 3.05 2.51
C 6.57 3.94 2.26
C -1.58 0.18 2.64
O -2.45 0.41 3.48
O -1.64 -0.65 1.67
H 3.36 0.22 1.13
H -1.19 2.28 4.13
H 0.56 4.83 4.31
H 1.85 4.79 6.49
H 2.06 2.99 6.32
H -0.67 4.46 6.46
H -0.41 2.67 6.31
H 3.13 4.10 4.17
H 5.15 3.70 5.27
H 6.29 4.94 4.73
H 6.82 1.92 4.76
H 7.49 3.10 5.92
H 9.04 2.65 4.14
H 8.53 4.22 4.06
H 7.56 2.00 2.38
H 8.62 3.32 1.85
H 6.21 3.76 1.25
H 6.89 4.99 2.32
C -2.73 -3.15 -3.29
N -3.52 -3.48 -2.14
C -4.17 -2.34 -1.54
P -3.12 -1.60 -0.14
C -4.47 -0.54 0.48
C -4.95 -0.57 1.78
C -6.02 0.24 2.15
C -6.62 1.08 1.23
C -6.14 1.13 -0.07
C -5.07 0.33 -0.44
C -3.12 -3.09 0.92
C -4.29 -3.69 1.38
C -4.23 -4.84 2.15
C -3.01 -5.41 2.46
C -1.84 -4.83 2.00
C -1.90 -3.68 1.23
C -3.86 -4.80 -1.85
C -5.14 -5.15 -1.40
C -5.46 -6.47 -1.13
C -4.53 -7.48 -1.31
C -3.26 -7.15 -1.75
C -2.93 -5.83 -2.01
P -1.28 -1.94 -3.02
C 0.00 -2.81 -4.00
C 0.34 -4.11 -3.62
C 1.31 -4.83 -4.30
C 1.98 -4.24 -5.36
C 1.69 -2.93 -5.72
C 0.71 -2.22 -5.04
C -1.79 -0.62 -4.18
C -1.75 0.71 -3.75
C -2.13 1.74 -4.60
C -2.56 1.45 -5.89
C -2.59 0.14 -6.33
C -2.21 -0.89 -5.49
H -3.36 -2.66 -4.04
H -2.32 -4.06 -3.74
H -5.14 -2.59 -1.12
H -4.35 -1.58 -2.30
H -4.48 -1.20 2.52
H -6.38 0.21 3.17
H -7.45 1.71 1.52
H -6.59 1.80 -0.79
H -4.67 0.40 -1.45
H -5.25 -3.26 1.15
H -5.15 -5.30 2.50
H -2.97 -6.31 3.07
H -0.88 -5.27 2.25
H -0.99 -3.21 0.89
H -5.91 -4.40 -1.28
H -6.46 -6.71 -0.78
H -4.79 -8.51 -1.10
H -2.52 -7.92 -1.89
H -1.92 -5.60 -2.33
H -0.15 -4.57 -2.77
H 1.55 -5.84 -4.00
H 2.73 -4.80 -5.91
H 2.23 -2.46 -6.53
H 0.50 -1.20 -5.33
H -1.43 0.92 -2.73
H -2.10 2.76 -4.25
H -2.86 2.26 -6.55
H -2.92 -0.08 -7.34
H -2.22 -1.91 -5.85

These are the Löwdin partial charges, in e, on atoms 1 to 4:
1 Mn 0.5693
2 C -0.0022
3 C -0.2511
4 N 0.1191

***

C5H12N2O | wB97M-V/def2-TZVPD

Calculated values
* energy relative to the best compared isomer or geometry (same formula, charge and spin): 84.3 kcal per mole
* total energy: -382.36827 a.u.
* E_HOMO: -7.03 eV

Positions of all 20 atoms, in Å:
C -1.34 -0.72 1.82
C 1.99 0.50 0.37
C -0.47 0.18 0.99
C 0.73 -0.33 0.38
H -0.42 1.20 1.37
H 0.89 -1.40 0.47
H -0.87 -0.87 2.79
H -2.33 -0.29 1.97
H 2.67 0.18 -0.43
H 1.76 1.56 0.20
H -1.44 -1.70 1.34
H 2.55 0.43 1.31
C -0.38 -0.08 -1.26
N 0.34 0.64 -2.19
O -0.64 -1.34 -1.71
N -1.43 0.51 -0.54
H -1.47 -1.61 -1.28
H 0.76 0.09 -2.93
H 0.64 1.55 -1.90
H -1.55 1.50 -0.76

These are the natural (NBO) partial charges, in e, on atoms 1 to 4:
1 C -0.6305
2 C -0.6152
3 C 0.0511
4 C -0.4443

***

C20H22EuN4O2S | wB97M-V/def2-TZVPD

Calculated values
* total energy: -2253.40982 a.u.
* E_HOMO (alpha / beta): -5.24 / -7.48 eV
* multiplicity: 8

Positions of all 50 atoms, in Å:
Eu -1.43 0.41 -0.07
O -1.93 1.48 -1.76
C -1.86 2.71 -2.17
C -2.63 3.10 -3.29
C -2.58 4.37 -3.80
C -1.74 5.33 -3.22
C -0.97 4.99 -2.14
C -1.00 3.70 -1.58
C -0.12 3.41 -0.50
N -0.15 2.34 0.23
C 0.97 2.08 1.12
C 1.80 0.95 0.48
N 0.92 -0.16 0.12
C 1.41 -1.04 -0.69
C 0.75 -2.21 -1.17
C 1.54 -3.13 -1.89
C 1.01 -4.29 -2.40
C -0.35 -4.54 -2.25
C -1.16 -3.65 -1.58
C -0.66 -2.46 -1.02
O -1.46 -1.66 -0.36
H -3.26 2.35 -3.74
H -3.19 4.63 -4.65
H -1.72 6.33 -3.63
H -0.32 5.73 -1.68
H 0.67 4.15 -0.32
H 0.58 1.74 2.10
H 1.61 2.96 1.26
H 2.59 0.62 1.18
H 2.29 1.35 -0.42
H 2.46 -0.95 -1.01
H 2.59 -2.92 -2.02
H 1.64 -4.99 -2.93
H -0.78 -5.45 -2.64
H -2.22 -3.84 -1.46
S -2.09 0.32 2.60
C -0.81 -0.76 2.98
N 0.02 -0.43 3.97
C 1.22 -1.19 4.29
C 1.65 -1.95 3.04
C 0.48 -2.78 2.53
N -0.66 -1.90 2.32
H -0.21 0.39 4.51
H 1.02 -1.88 5.11
H 1.99 -0.49 4.61
H 2.50 -2.60 3.27
H 1.95 -1.24 2.27
H 0.23 -3.56 3.24
H 0.73 -3.24 1.57
H -1.31 -2.12 1.57

These are the Löwdin partial charges, in e, on atoms 1 to 4:
1 Eu 1.3237
2 O -0.2732
3 C -0.3462
4 C -0.0249

***

C17H28N3O4 | wB97M-V/def2-TZVPD

Calculated values
* total energy: -1129.76670 a.u.
* charge: -1
* E_HOMO: -4.64 eV

Positions of all 52 atoms, in Å:
C 3.19 3.19 0.08
C 2.53 1.86 -0.38
C 2.46 0.87 0.78
C 2.00 -0.56 0.42
C 0.57 -0.69 -0.20
C 0.58 -0.46 -1.73
C 1.61 -1.33 -2.51
N 2.54 -0.56 -3.35
N 0.11 -2.06 0.09
C -1.29 -2.19 0.48
C -2.32 -1.86 -0.60
C -2.39 -2.50 -1.82
C -3.37 -2.12 -2.70
C -4.27 -1.13 -2.41
C -4.23 -0.49 -1.18
C -5.19 0.59 -0.76
C -3.24 -0.88 -0.30
C -0.30 0.44 0.43
O -0.46 0.48 1.69
O -0.84 1.27 -0.33
H 4.28 3.11 0.17
H 2.90 3.98 -0.62
H 2.74 3.47 1.04
H 3.06 1.42 -1.24
H 1.52 2.14 -0.69
H 3.51 0.77 1.13
H 1.93 1.29 1.64
H 1.94 -1.11 1.36
H 2.77 -1.06 -0.18
H -0.40 -0.65 -2.17
H 0.79 0.59 -1.98
H 1.04 -1.98 -3.19
H 2.20 -2.00 -1.88
H 2.33 0.42 -3.37
H 3.51 -0.74 -3.14
H 0.27 -2.70 -0.68
H -1.45 -3.26 0.69
H -1.52 -1.69 1.42
H -1.67 -3.28 -2.06
H -3.43 -2.59 -3.68
H -5.02 -0.81 -3.12
H -5.08 1.48 -1.39
H -5.02 0.91 0.28
H -6.22 0.22 -0.80
H -3.19 -0.40 0.68
C 0.89 1.29 5.08
N 2.28 1.79 5.24
O 3.07 1.09 5.85
O 2.54 2.87 4.74
H 0.81 0.33 5.57
H 0.23 2.02 5.55
H 0.68 1.20 4.02

These are the natural (NBO) partial charges, in e, on atoms 1 to 4:
1 C -0.6045
2 C -0.4137
3 C -0.4000
4 C -0.3963

***

C4H13N3 | wB97M-V/def2-TZVPD

Calculated values
* energy relative to the best compared isomer or geometry (same formula, charge and spin): 228.8 kcal per mole
* total energy: -324.11033 a.u.
* E_HOMO: -7.21 eV

Positions of all 20 atoms, in Å:
C 1.07 0.04 -0.82
C 0.01 -1.09 -0.76
C -0.32 -1.37 0.74
N 0.82 -2.07 1.26
N 2.30 -0.51 -0.23
C -1.34 2.56 -0.13
N -1.60 1.21 0.05
H 1.10 0.54 -1.81
H 0.69 0.93 -0.21
H -0.97 -0.89 -1.22
H 0.27 -2.12 -1.04
H -0.40 -0.29 1.04
H -1.13 -2.07 0.89
H 1.67 -1.67 0.85
H 1.15 -2.11 2.26
H 2.97 -0.38 -0.92
H -0.61 2.12 -0.77
H -2.12 3.02 -0.79
H -1.19 3.08 0.88
H -2.35 1.08 0.75

These are the natural (NBO) partial charges, in e, on atoms 1 to 4:
1 C -0.2903
2 C -0.4235
3 C -0.2248
4 N -0.8398

***

C2H3N3O3 | wB97M-V/def2-TZVPD

Calculated values
* energy relative to the best compared isomer or geometry (same formula, charge and spin): 25.2 kcal per mole
* total energy: -467.92415 a.u.
* E_HOMO: -9.85 eV
* SMILES string: Nn1oc(=O)nc1O

Positions of all 11 atoms, in Å:
N 0.82 0.36 -1.69
N -0.05 0.35 -0.57
O 0.06 1.41 0.33
C -0.36 0.74 1.51
O -0.35 1.25 2.65
N -0.86 -0.56 1.30
C -0.46 -0.76 0.06
O -0.52 -1.94 -0.56
H 0.78 1.42 -1.95
H 1.78 0.21 -1.28
H -0.85 -2.47 0.19

These are the natural (NBO) partial charges, in e, on atoms 1 to 4:
1 N -0.5998
2 N -0.0182
3 O -0.3247
4 C 0.8003

***

C15H31BrP2Tc | wB97M-V/def2-TZVPD

Calculated values
* total energy: -3926.95007 a.u.
* charge: +2
* E_HOMO (alpha / beta): -14.55 / -14.56 eV
* multiplicity: 4

Positions of all 50 atoms, in Å:
P -1.99 2.36 -0.65
P -1.20 -2.52 -0.76
C -2.85 1.65 -2.11
C -2.99 0.11 -2.20
H -2.29 2.00 -3.00
H -3.85 2.13 -2.13
H -3.15 -0.21 -3.25
H -2.04 -0.35 -1.88
C -0.81 -2.91 -2.50
H 0.10 -3.53 -2.54
H -0.64 -1.97 -3.04
H -1.66 -3.44 -2.96
C -1.77 -4.19 -0.26
H -2.63 -4.45 -0.88
H -2.10 -4.16 0.79
H -0.95 -4.91 -0.39
C -1.32 3.94 -1.12
H -0.66 4.28 -0.32
H -2.12 4.67 -1.28
H -0.74 3.84 -2.05
C -3.26 2.54 0.61
H -3.15 1.75 1.36
H -4.28 2.47 0.18
H -3.14 3.52 1.09
Tc -4.60 -0.99 -1.31
C -5.61 -2.73 -1.31
C -5.02 -2.45 -2.61
C -5.87 -1.92 -3.75
C -6.61 -0.62 -3.38
C -5.93 0.14 -2.25
C -6.30 -0.04 -0.86
C -7.34 -1.05 -0.45
C -7.08 -2.48 -1.01
C -0.72 1.25 -0.02
H -5.18 -3.57 -0.76
H -4.30 -3.20 -2.94
H -6.59 -2.66 -4.14
H -5.20 -1.71 -4.59
H -6.62 0.05 -4.25
H -7.67 -0.80 -3.16
H -5.65 1.16 -2.54
H -6.23 0.84 -0.21
H -8.37 -0.73 -0.66
H -7.30 -1.13 0.65
H -7.37 -3.19 -0.23
H -7.72 -2.69 -1.88
H -1.15 0.49 0.65
H 0.00 1.84 0.56
H -0.19 0.75 -0.84
Br 0.84 -2.36 0.15

These are the natural (NBO) partial charges, in e, on atoms 1 to 4:
1 P 1.5673
2 P 0.6722
3 C -0.7351
4 C -0.6596

***

C34H32BrF3N4O2Ti | wB97M-V/def2-TZVPD

Calculated values
* energy relative to the best compared isomer or geometry (same formula, charge and spin): 67.3 kcal per mole
* total energy: -5407.27130 a.u.
* charge: -2
* E_HOMO (alpha / beta): -0.47 / -0.51 eV
* multiplicity: 3

Positions of all 77 atoms, in Å:
Ti -0.11 -0.86 -1.18
O -1.02 2.51 -3.73
C -2.25 2.19 -4.14
C -2.87 3.16 -4.89
C -4.03 2.93 -5.58
C -4.70 1.71 -5.35
C -4.15 0.82 -4.44
C -2.92 0.99 -3.83
C -2.31 0.05 -2.79
O -0.90 0.17 -2.66
N -2.96 0.38 -1.56
N -2.23 -0.46 -0.58
C -2.88 -0.67 0.64
C -2.36 -1.29 1.73
Br -0.45 -1.70 1.50
C -2.94 -1.63 2.96
C -4.01 -1.29 3.59
C -4.28 -1.72 4.97
C -5.26 -1.35 5.79
C -6.37 -0.79 5.21
C -6.34 -0.43 3.92
C -5.22 -0.53 3.09
H -0.70 1.82 -3.23
H -2.30 4.08 -4.98
H -4.49 3.59 -6.30
H -5.59 1.50 -5.93
H -4.72 -0.10 -4.19
H -2.50 -0.99 -2.89
H -2.67 1.30 -1.46
H -3.89 -0.38 0.70
H -2.24 -2.18 3.61
H -3.41 -2.17 5.37
H -5.25 -1.77 6.78
H -7.35 -0.80 5.76
H -7.16 0.04 3.35
H -5.26 -0.26 1.99
N -1.78 3.03 0.92
C -0.38 2.95 1.46
C 0.35 1.64 1.15
N 0.47 1.33 -0.30
H -2.33 3.69 1.45
H -2.16 2.15 1.16
H -0.31 3.07 2.60
H 0.23 3.82 1.08
H -0.04 0.73 1.66
H 1.32 1.87 1.58
H 1.41 1.27 -0.62
H 0.07 2.07 -0.84
F -0.06 -3.24 -3.28
C -0.41 -3.09 -1.92
F 0.51 -4.00 -1.29
F -1.58 -3.83 -1.75
C 1.95 -1.04 -1.15
C 3.08 -0.93 -0.65
C 4.37 -0.88 -0.06
C 4.67 0.25 0.76
C 5.40 0.21 1.93
C 5.55 1.33 2.69
C 4.89 2.51 2.40
C 4.21 2.65 1.22
C 4.14 1.55 0.39
C 5.28 -1.91 -0.45
C 6.66 -1.93 -0.09
C 7.59 -2.87 -0.51
C 7.18 -3.86 -1.39
C 5.87 -3.95 -1.74
C 4.88 -3.02 -1.29
H 5.74 -0.83 2.26
H 6.13 1.24 3.55
H 5.08 3.45 2.94
H 3.69 3.58 0.93
H 3.45 1.59 -0.42
H 7.02 -1.06 0.36
H 8.63 -2.88 -0.21
H 7.96 -4.56 -1.80
H 5.52 -4.80 -2.38
H 3.83 -3.16 -1.59

These are the Löwdin partial charges, in e, on atoms 1 to 4:
1 Ti 0.7746
2 O 0.0893
3 C -0.2716
4 C -0.0475

***

C2H6N10 | wB97M-V/def2-TZVPD

Calculated values
* energy relative to the best compared isomer or geometry (same formula, charge and spin): 42.7 kcal per mole
* total energy: -627.20018 a.u.
* E_HOMO: -9.13 eV
* SMILES string: [H]/N=C(N)\N=N\NNc1nnn[nH]1

Positions of all 18 atoms, in Å:
H -2.06 -2.32 -1.86
N -1.26 -1.98 -2.43
C -0.38 -1.17 -1.88
N 0.63 -0.81 -2.69
N -0.63 -0.59 -0.62
N 0.02 0.44 -0.30
N -0.13 0.87 0.95
N 0.95 1.80 1.26
C 1.53 2.01 2.48
N 2.08 3.10 2.79
N 2.38 2.90 4.10
N 2.09 1.70 4.59
N 1.69 1.06 3.50
H 1.05 0.06 -2.39
H 0.33 -1.01 -3.66
H -0.91 0.64 1.58
H 0.98 2.67 0.66
H 1.18 0.16 3.46

These are the natural (NBO) partial charges, in e, on atoms 1 to 4:
1 H 0.3561
2 N -0.7166
3 C 0.5101
4 N -0.8189

***

C5H10O | wB97M-V/def2-TZVPD

Calculated values
* energy relative to the best compared isomer or geometry (same formula, charge and spin): 24.5 kcal per mole
* total energy: -271.71354 a.u.
* E_HOMO: -10.06 eV
* SMILES string: C[C@@H](O)C1CC1

Positions of all 16 atoms, in Å:
C -1.84 -0.48 0.16
C -0.76 0.39 -0.47
O -1.29 1.71 -0.51
C 0.55 0.37 0.31
C 1.26 -0.90 0.67
C 1.86 0.03 -0.35
H -1.93 -0.28 1.23
H -1.61 -1.54 0.03
H -2.80 -0.28 -0.31
H -0.58 0.03 -1.49
H -0.59 2.29 -0.84
H 0.57 1.15 1.07
H 1.73 -0.95 1.65
H 0.85 -1.84 0.31
H 1.83 -0.29 -1.39
H 2.76 0.59 -0.08

These are the natural (NBO) partial charges, in e, on atoms 1 to 4:
1 C -0.6176
2 C 0.1020
3 O -0.7176
4 C -0.2610

***

C4H6OS | wB97M-V/def2-TZVPD

Calculated values
* energy relative to the best compared isomer or geometry (same formula, charge and spin): 40.0 kcal per mole
* total energy: -629.38348 a.u.
* E_HOMO: -8.86 eV
* SMILES string: C=COC(C)=S

Positions of all 12 atoms, in Å:
C 2.47 -0.49 -0.05
C 1.22 -0.82 0.15
O 0.18 0.06 -0.04
C -1.13 -0.11 -0.08
C -1.81 1.17 0.04
S -1.86 -1.61 -0.04
H 3.28 -1.21 0.03
H 2.73 0.45 -0.46
H 0.81 -1.90 0.27
H -2.74 1.11 -0.48
H -1.15 1.97 -0.43
H -1.99 1.37 1.10

These are the natural (NBO) partial charges, in e, on atoms 1 to 4:
1 C -0.4457
2 C 0.1194
3 O -0.5098
4 C 0.2852

***

C3H9N2P | wB97M-V/def2-TZVPD

Calculated values
* energy relative to the best compared isomer or geometry (same formula, charge and spin): 20.4 kcal per mole
* total energy: -570.51555 a.u.
* E_HOMO: -8.37 eV
* SMILES string: CN1CCNP1

Positions of all 15 atoms, in Å:
C -1.45 -1.52 0.19
N -0.45 -0.56 -0.41
C -0.56 0.82 0.00
C 0.81 1.42 -0.23
N 1.84 0.46 0.25
P 1.36 -1.18 0.01
H -1.03 -2.50 -0.17
H -1.65 -1.48 1.27
H -2.46 -1.41 -0.30
H -0.72 1.02 1.14
H -1.33 1.42 -0.55
H 1.07 1.71 -1.21
H 0.90 2.26 0.35
H 2.21 0.70 1.15
H 1.46 -1.15 -1.49

These are the natural (NBO) partial charges, in e, on atoms 1 to 4:
1 C -0.4280
2 N -0.6670
3 C -0.2402
4 C -0.2224

***

Repeat the tenth record exactly.
C5H10O | wB97M-V/def2-TZVPD

Calculated values
* energy relative to the best compared isomer or geometry (same formula, charge and spin): 24.5 kcal per mole
* total energy: -271.71354 a.u.
* E_HOMO: -10.06 eV
* SMILES string: C[C@@H](O)C1CC1

Positions of all 16 atoms, in Å:
C -1.84 -0.48 0.16
C -0.76 0.39 -0.47
O -1.29 1.71 -0.51
C 0.55 0.37 0.31
C 1.26 -0.90 0.67
C 1.86 0.03 -0.35
H -1.93 -0.28 1.23
H -1.61 -1.54 0.03
H -2.80 -0.28 -0.31
H -0.58 0.03 -1.49
H -0.59 2.29 -0.84
H 0.57 1.15 1.07
H 1.73 -0.95 1.65
H 0.85 -1.84 0.31
H 1.83 -0.29 -1.39
H 2.76 0.59 -0.08

These are the natural (NBO) partial charges, in e, on atoms 1 to 4:
1 C -0.6176
2 C 0.1020
3 O -0.7176
4 C -0.2610

***

> Which value of total energy does entry 10 give?

-271.71354 a.u.